No. 1
The following is a DFT calculation (ωB97M-V/def2-TZVPD) of C7H11IrNP as an isolated structure at a distorted geometry.

Results
HOMO-LUMO gap (spin up / spin down) = 4.496 / 7.221 eV
Net charge = +1
E_LUMO (spin up / spin down) = -2.500 / -6.967 eV
Multiplicity = 6
⟨S²⟩ = 8.76

Last column: Mulliken charge in e.
Atoms and positions in Å:
1 C -0.378 1.942 -1.115  -0.418
2 C 0.497 2.342 -0.056  -0.234
3 C -0.153 2.075 1.193  -0.306
4 C -1.452 1.510 0.914  -0.760
5 C -1.629 1.510 -0.524  -0.402
6 Ir -0.021 0.042 -0.007  0.831
7 P 1.299 -1.096 -1.429  -0.337
8 H -0.212 2.071 -2.169  0.518
9 H 1.486 2.793 -0.166  0.389
10 H 0.256 2.282 2.185  0.382
11 H -2.550 1.246 -1.062  0.357
12 H -2.203 1.246 1.634  0.465
13 H 2.318 -1.973 -0.911  0.140
14 H 2.113 -0.349 -2.364  0.152
15 H 0.682 -2.004 -2.367  0.107
16 C -0.020 -4.269 1.959  -0.856
17 C -0.013 -2.935 1.345  0.505
18 N -0.001 -1.894 0.860  -0.385
19 H -1.042 -4.616 2.255  0.286
20 H 0.599 -4.332 2.889  0.284
21 H 0.380 -5.069 1.281  0.282

=====

No. 2
The following is a DFT calculation (ωB97M-V/def2-TZVPD) of the molecule C14H21NO6S at a distorted geometry.

Results
HOMO-LUMO gap = 10.230 eV
E_LUMO = 0.458 eV
SMILES = CC1(C)OC(=O)C=C(C[C@H]2NS(=O)(=O)O[C@H]3CCCC[C@@H]32)O1
Multiplicity = 1

Last column: Mulliken charge in e.
Atoms and positions in Å:
1 C 1.837 3.047 -2.425  -1.649
2 H 2.486 2.796 -1.592  0.377
3 H 1.047 3.705 -2.072  0.389
4 H 2.399 3.553 -3.203  0.423
5 C 1.219 1.771 -2.988  1.244
6 C 2.274 0.840 -3.596  -1.504
7 H 1.805 -0.075 -3.955  0.347
8 H 2.752 1.340 -4.434  0.453
9 H 3.018 0.593 -2.845  0.338
10 O 0.290 2.152 -3.981  -0.405
11 C -0.702 1.287 -4.344  0.201
12 O -1.323 1.494 -5.350  -0.602
13 C -0.987 0.226 -3.383  -0.590
14 C -0.393 0.241 -2.179  0.720
15 O 0.598 1.107 -1.888  -0.283
16 C -0.759 -0.673 -1.041  -1.126
17 H -1.829 -0.879 -1.081  0.384
18 H -0.217 -1.611 -1.180  0.442
19 C -0.387 -0.081 0.323  -0.126
20 N -1.041 1.212 0.489  -0.441
21 S -0.414 1.990 1.821  1.077
22 O -1.049 3.247 1.970  -0.677
23 O 1.015 1.932 1.792  -0.581
24 O -0.952 1.011 2.941  -0.465
25 C -0.395 -0.296 2.822  -0.105
26 C -0.840 -1.109 4.034  -0.944
27 C -0.268 -2.520 3.958  -0.646
28 C -0.714 -3.192 2.665  -0.825
29 C -0.278 -2.378 1.449  -0.995
30 H -0.627 -2.880 0.547  0.459
31 C -0.838 -0.954 1.506  0.787
32 H -1.933 -0.983 1.499  0.222
33 H 0.813 -2.331 1.415  0.319
34 H -0.289 -4.196 2.601  0.385
35 H -1.802 -3.288 2.663  0.369
36 H -0.606 -3.100 4.817  0.346
37 H 0.822 -2.474 3.989  0.349
38 H -0.506 -0.600 4.939  0.357
39 H -1.930 -1.141 4.049  0.365
40 H 0.697 -0.185 2.817  0.499
41 H -0.923 1.808 -0.317  0.337
42 H 0.705 0.053 0.371  0.271
43 H -1.777 -0.461 -3.626  0.507

=====

Look up the multiplicity of the second one. 1